ORCA calculation (ωB97M-V/def2-TZVPD) on one molecule with the formula C4H5IN2S in a non-equilibrium geometry.

Summary:
* SMILES: ICSc1ncc[nH]1
* LUMO energy: 0.4 eV
* total energy: -960.7802 Ha
* HOMO: -8.09 eV
* charge: 0
* ΔE to the lowest compared entry with this formula, charge and spin: 0.106 eV
* multiplicity: 1
* Kohn-Sham gap: 8.53 eV

Structure (XYZ):
```
13
C4H5IN2S | OMol25 | ωB97M-V/def2-TZVPD
I 4.896 -0.166 -0.083
C 2.987 0.058 0.857
S 2.054 1.491 0.139
C 0.439 0.806 -0.034
N 0.410 -0.508 -0.145
C -0.883 -0.886 -0.193
C -1.708 0.272 -0.120
N -0.840 1.338 -0.043
H 2.407 -0.882 0.572
H 3.211 0.305 1.958
H -1.163 -1.913 -0.238
H -2.694 0.552 0.093
H -1.152 2.307 0.259
```

=====

ORCA calculation (ωB97M-V/def2-TZVPD) on one molecule with the formula C6H12O in a non-equilibrium geometry.

Summary:
* SMILES: C=CCCCCO
* LUMO energy: 0.9 eV
* total energy: -310.9983 Ha
* HOMO: -9.29 eV
* charge: 0
* ΔE to the lowest compared entry with this formula, charge and spin: 1.659 eV
* multiplicity: 1
* Kohn-Sham gap: 10.20 eV

Structure (XYZ):
```
19
C6H12O | OMol25 | ωB97M-V/def2-TZVPD
C -3.027 -0.481 0.689
C -1.835 -0.481 0.105
C -0.538 -0.306 0.829
C 0.657 -0.970 0.162
C 1.251 -0.240 -1.049
C 1.736 1.197 -0.821
O 1.787 1.536 0.599
H -3.138 -0.228 1.734
H -3.947 -0.709 0.167
H -1.856 -0.949 -0.879
H -0.666 -0.720 1.829
H -0.324 0.730 1.103
H 0.381 -1.973 -0.188
H 1.406 -1.201 0.924
H 0.433 -0.203 -1.774
H 2.023 -0.808 -1.567
H 1.099 1.936 -1.313
H 2.755 1.372 -1.176
H 1.804 2.497 0.626
```

=====

ORCA calculation (ωB97M-V/def2-TZVPD) on C7H16O2 as an isolated structure in a non-equilibrium geometry.

Summary:
* LUMO energy: 0.7 eV
* total energy: -426.7088 Ha
* HOMO: -8.60 eV
* charge: 0
* ΔE to the lowest compared entry with this formula, charge and spin: 2.914 eV
* multiplicity: 1
* Kohn-Sham gap: 9.29 eV

Structure (XYZ):
```
25
C7H16O2 | OMol25 | ωB97M-V/def2-TZVPD
C -0.646 -0.674 -0.018
C -0.989 0.903 1.031
C -1.100 -1.744 0.969
C -1.570 -0.520 -1.216
C -0.744 2.184 0.402
H 0.285 -1.064 -0.410
H -0.389 0.681 1.909
H -2.037 0.670 1.177
H -1.621 -1.448 -1.793
H -0.406 -1.806 1.809
H -2.098 -1.541 1.361
H -1.106 -2.726 0.489
H -1.201 0.264 -1.879
H -2.585 -0.260 -0.910
H -1.527 2.525 -0.265
H -0.381 2.963 1.067
H 0.287 1.981 -0.288
C 2.477 -0.775 -1.017
C 1.871 0.404 -0.317
O 2.167 0.434 1.006
O 1.489 1.422 -0.922
H 1.917 1.296 1.370
H 3.524 -0.544 -1.215
H 2.426 -1.660 -0.388
H 1.956 -0.963 -1.952
```

=====

ORCA calculation (ωB97M-V/def2-TZVPD) on C13H35CuN2O11 as an isolated structure in a non-equilibrium geometry.

Summary:
* expectation value of S²: 2.013
* LUMO energy (spin up / spin down): -7.5 / -11.5 eV
* total energy: -3092.8974 Ha
* HOMO (spin up / spin down): -13.73 / -13.73 eV
* charge: +2
* multiplicity: 3
* Kohn-Sham gap (spin up / spin down): 6.23 / 2.24 eV

Structure (XYZ):
```
62
C13H35CuN2O11 | OMol25 | ωB97M-V/def2-TZVPD
Cu -1.207 0.148 -3.587
N 0.589 -0.090 -0.706
O 0.528 0.841 0.090
O 1.063 -1.170 -0.345
O 0.145 0.190 -1.779
C -1.853 -1.754 8.127
C -2.370 -0.777 7.080
O -1.390 -0.632 6.055
C -1.444 -1.407 4.999
O -2.319 -2.237 4.733
O -0.431 -0.979 4.214
C -0.052 -1.682 3.028
H -2.012 -2.772 7.772
H -2.465 -1.489 8.989
H -0.802 -1.692 8.411
H -2.658 0.158 7.560
H -3.334 -1.115 6.700
H -0.933 -2.053 2.505
H 0.713 -2.451 3.133
H 0.317 -0.986 2.274
C -1.328 3.687 -3.348
O -0.640 2.495 -3.770
C 0.489 2.770 -4.635
C 1.523 1.653 -4.311
N 0.872 0.412 -4.631
C 1.613 -0.780 -4.207
C 0.916 -2.077 -4.294
O -0.488 -1.887 -4.421
C -1.270 -3.018 -4.481
H -2.213 3.687 -2.712
H -1.447 4.451 -4.117
H -0.542 4.074 -2.700
H 0.932 3.750 -4.460
H 0.194 2.621 -5.674
H 1.832 1.631 -3.266
H 2.383 1.789 -4.968
H 0.881 0.238 -5.625
H 2.160 -0.620 -3.277
H 2.511 -0.630 -4.805
H 0.987 -2.712 -3.411
H 1.336 -2.637 -5.129
H -0.995 -3.457 -5.440
H -2.303 -2.672 -4.505
H -1.039 -3.738 -3.696
C -2.324 2.734 0.112
O -1.026 3.371 -0.085
H -2.927 3.147 -0.696
H -2.233 1.664 -0.069
H -2.710 2.868 1.123
H -0.359 2.681 -0.074
C 3.834 -2.862 0.700
O 4.285 -4.222 0.807
H 4.124 -2.327 1.604
H 4.280 -2.420 -0.191
H 2.773 -2.886 0.448
H 4.410 -4.444 1.733
C 0.017 2.761 3.038
O 1.347 2.353 2.658
H 0.026 3.591 3.745
H -0.658 3.199 2.304
H -0.470 1.937 3.560
H 1.161 1.774 1.915
```

=====

ORCA calculation (ωB97M-V/def2-TZVPD) on CHF3NO4S2Yb as an isolated structure in a non-equilibrium geometry.

Summary:
* expectation value of S²: 0.782
* LUMO energy (spin up / spin down): -2.2 / -2.2 eV
* total energy: -2648.9684 Ha
* HOMO (spin up / spin down): -9.19 / -9.09 eV
* charge: 0
* multiplicity: 2
* Kohn-Sham gap (spin up / spin down): 7.01 / 6.92 eV

Structure (XYZ):
```
13
CHF3NO4S2Yb | OMol25 | ωB97M-V/def2-TZVPD
N -0.121 -1.935 0.560
S -1.711 -1.323 0.861
O -2.045 0.810 1.059
S 0.751 -1.283 -0.543
O 0.071 -0.235 -1.397
O 1.587 -2.216 -1.305
C 2.024 -0.248 0.353
F 1.432 0.698 1.069
F 2.724 -1.026 1.171
F 2.855 0.327 -0.507
Yb -2.045 0.654 -1.058
O -2.871 2.431 -0.040
H -2.650 3.346 -0.223
```

=====

ORCA calculation (ωB97M-V/def2-TZVPD) on a 11-piece molecular cluster, C4H31NO12 overall in a non-equilibrium geometry.

Summary:
* SMILES: OCCCNCO.O.O.O.O.O.O.O.O.O.O
* LUMO energy: 0.3 eV
* total energy: -1128.5875 Ha
* HOMO: -9.16 eV
* charge: 0
* ΔE to the lowest compared entry with this formula, charge and spin: 2.432 eV
* multiplicity: 1
* Kohn-Sham gap: 9.44 eV

Structure (XYZ):
```
48
C4H31NO12 | OMol25 | ωB97M-V/def2-TZVPD
O -2.727 0.659 -0.927
C -2.177 0.390 -2.166
C -0.624 0.362 -1.936
C -0.143 1.290 -0.866
N 0.196 0.495 0.323
C 1.038 1.180 1.295
O 2.142 0.353 1.535
H -3.145 -0.070 -0.386
H -2.429 1.248 -2.873
H -2.760 -0.426 -2.653
H -0.308 -0.681 -1.807
H -0.197 0.571 -2.980
H 0.769 1.886 -1.100
H -0.884 2.064 -0.644
H -0.615 0.103 0.769
H 1.383 2.170 0.981
H 0.619 1.409 2.276
H 2.934 0.321 0.931
O -2.277 -1.401 2.990
H -1.397 -1.568 2.682
H -2.560 -2.305 3.278
O -0.624 -3.184 2.128
H 0.269 -2.751 2.057
H -0.543 -4.037 1.700
O 4.198 0.388 -0.351
H 4.568 1.277 -0.452
H 3.520 0.369 -1.036
O -0.872 -3.660 -2.226
H -0.117 -3.327 -1.717
H -0.415 -4.009 -2.995
O 1.905 -2.919 -1.012
H 2.166 -3.704 -0.517
H 1.500 -2.398 -0.304
O 1.775 -2.124 1.725
H 2.579 -2.392 2.207
H 1.945 -1.130 1.756
O -2.605 3.486 -0.778
H -3.164 3.726 -1.525
H -2.308 2.547 -0.898
O 0.086 4.013 -0.072
H -0.118 4.854 -0.539
H -0.862 3.756 -0.116
O -3.270 -1.382 0.527
H -3.268 -1.120 1.455
H -2.516 -1.975 0.520
O 3.381 2.824 -0.629
H 3.156 3.437 -1.328
H 3.049 3.238 0.172
```

=====

Question: Look up the charge of the sixth one.
Answer: 0